{
  "formula": "C14H35BBrNO5P",
  "method": "wB97M-V/def2-TZVPD",
  "total_charge": 1,
  "orbital_gap_ha": 0.3420,
  "species": ["Br", "P", "O", "O", "O", "O", "O", "N", "C", "C", "C", "C", "C", "C", "C", "C", "C", "C", "C", "C", "C", "C", "B", "H", "H", "H", "H", "H", "H", "H", "H", "H", "H", "H", "H", "H", "H", "H", "H", "H", "H", "H", "H", "H", "H", "H", "H", "H", "H", "H", "H", "H", "H", "H", "H", "H", "H", "H"],
  "positions_angstrom": [[0.2281, -1.8835, 1.5589], [0.5045, 0.1615, 2.3782], [-3.3186, 1.0242, 0.0009], [-0.4359, -4.0942, -2.4192], [2.5425, 0.8135, 0.6904], [-0.8314, 0.4075, 3.2363], [1.4478, 1.2212, -1.3669], [0.0885, 1.1010, 0.7833], [-1.5374, 3.0447, 1.2882], [-1.7346, 4.4275, 1.9312], [-0.0770, 2.6236, 1.1105], [-0.2755, -4.6778, -3.7078], [-2.6848, -1.2080, -0.5733], [3.5514, -0.1715, 0.2999], [0.8527, 3.0336, 2.2505], [0.5704, -3.1884, -2.0246], [4.0874, -0.8523, 1.5430], [0.9922, -5.4977, -3.8573], [-1.9562, 4.4006, 3.4410], [-0.9725, 0.5435, -0.1748], [-2.3490, 0.0138, 0.2754], [0.6867, -1.9613, -2.9164], [1.4410, 1.0444, -0.0317], [-2.3727, -0.2656, 1.3309], [0.9831, -6.0131, -4.8179], [5.1479, -1.0707, 1.4337], [-1.5708, 0.8934, 2.8543], [-1.0626, 4.1222, 3.9996], [-2.1031, 2.3076, 1.8646], [3.0822, -0.8845, -0.3799], [-0.2871, -1.4786, -3.0306], [4.3295, 0.3514, -0.2531], [1.5435, -3.6866, -1.9393], [0.7950, 1.7942, -1.7762], [0.9865, 4.1128, 2.2149], [-2.2804, 5.3761, 3.8007], [-4.0072, 1.0183, 0.6703], [3.9780, -0.1845, 2.3981], [-2.6095, -0.9510, -1.6315], [-2.6260, 4.8591, 1.4732], [3.5479, -1.7710, 1.7684], [1.0565, -2.2081, -3.9116], [1.0609, -6.2438, -3.0649], [1.3862, -1.2439, -2.4821], [0.2863, 3.1339, 0.2113], [-2.7426, 3.6859, 3.6959], [-0.9145, 5.0999, 1.6705], [-2.0164, 3.0426, 0.3124], [-0.4738, -0.2640, -0.7047], [-3.7169, -1.4995, -0.3817], [-2.0436, -2.0600, -0.3559], [-0.3286, -3.9077, -4.4853], [1.8431, 2.5900, 2.1472], [0.2751, -2.8858, -1.0175], [-1.1656, 1.3322, -0.9042], [0.4583, 2.7684, 3.2305], [1.8917, -4.8809, -3.8266], [-1.1504, -5.3148, -3.8293]]
}